Entry 1:
Formula: C5H9NO
Source: OMol25
Level of theory: ωB97M-V/def2-TZVPD

As for the LUMO energy: 0.99 eV. The total energy is -325.87195 a.u. The calculation puts the energy relative to the best compared isomer or geometry (same formula, charge and spin) at 1.785 eV. The highest occupied orbital energy comes out at -9.722 eV. Its charge is 0. The frontier orbital gap is 0.3936 Eh.

Element x y z (Å)
O  -1.1551  1.1553  2.0897
N  1.6468  -0.6595  0.5441
C  -0.7554  -0.3652  0.2586
C  -0.6550  0.9439  1.0129
C  -1.8995  -0.2377  -0.7547
C  2.5478  0.2149  0.3957
C  0.5744  -0.6801  -0.4337
H  -1.9946  -1.1493  -1.3540
H  -0.1068  1.7508  0.4711
H  3.3486  0.2894  1.1321
H  0.5202  -1.6847  -0.8693
H  -1.7257  0.5997  -1.4424
H  2.5715  0.9236  -0.4468
H  -0.9832  -1.1451  0.9922
H  0.7466  0.0349  -1.2599
H  -2.8492  -0.0621  -0.2406

Mulliken population analysis, charges in e, atoms 1 to 2: atom 1 (O): -0.48, atom 2 (N): -0.41

Entry 2:
Formula: C5H9NO
Source: OMol25
Level of theory: ωB97M-V/def2-TZVPD

As for the LUMO energy: 0.45 eV. The total energy is -325.68936 a.u. The calculation puts the energy relative to the best compared isomer or geometry (same formula, charge and spin) at 6.754 eV. The highest occupied orbital energy comes out at -8.442 eV. Its charge is 0. The frontier orbital gap is 0.3268 Eh.

Element x y z (Å)
O  1.5486  -1.5072  0.0008
N  -0.1412  1.3435  0.0484
C  0.7961  -0.3550  0.1232
C  0.2330  0.0836  1.4847
C  -1.7998  -0.6073  -0.5258
C  -0.4489  0.0500  -0.6774
C  1.3151  1.0378  -0.2123
H  -2.5795  0.0391  -0.9382
H  1.0342  0.5623  2.0734
H  -1.8024  -1.5357  -1.1082
H  1.1282  -2.2061  0.5163
H  1.5465  1.2861  -1.2540
H  -2.0398  -0.8457  0.5101
H  -0.5676  1.0083  1.1700
H  2.0271  1.5061  0.4678
H  -0.2451  0.2303  -1.7371

Mulliken population analysis, charges in e, atoms 1 to 2: atom 1 (O): -0.59, atom 2 (N): -0.52

Entry 3:
Formula: C5H9NO
Source: OMol25
Level of theory: ωB97M-V/def2-TZVPD

As for the LUMO energy: 0.90 eV. The total energy is -325.88538 a.u. The calculation puts the energy relative to the best compared isomer or geometry (same formula, charge and spin) at 1.420 eV. The highest occupied orbital energy comes out at -9.607 eV. Its charge is 0. The frontier orbital gap is 0.3860 Eh.

Element x y z (Å)
O  -0.6715  -1.6909  -1.6693
N  -1.2112  0.5814  -1.3171
C  1.3725  0.7360  -0.0016
C  -1.1087  0.9493  0.0947
C  -0.5548  -0.6111  -1.1413
C  0.4858  -1.3382  1.0504
C  0.1219  -0.1318  0.1479
H  1.3156  -1.8527  0.5358
H  -1.9842  0.6746  0.6919
H  -1.8899  0.8249  -2.0106
H  2.2649  0.1758  -0.2947
H  -0.2798  -2.1139  1.1486
H  1.2131  1.5378  -0.7258
H  0.8704  -1.0733  2.0413
H  1.5531  1.1880  0.9811
H  -0.9435  2.0360  0.2125

Mulliken population analysis, charges in e, atoms 1 to 2: atom 1 (O): -0.62, atom 2 (N): -0.17

Entry 4:
Formula: C5H9NO
Source: OMol25
Level of theory: ωB97M-V/def2-TZVPD

As for the LUMO energy: 1.05 eV. The total energy is -325.86145 a.u. The calculation puts the energy relative to the best compared isomer or geometry (same formula, charge and spin) at 2.071 eV. The highest occupied orbital energy comes out at -9.738 eV. Its charge is 0. The frontier orbital gap is 0.3964 Eh.

Element x y z (Å)
O  2.9746  0.5854  0.8480
N  -1.2533  -0.9537  -0.5763
C  0.6505  0.1992  1.2478
C  -0.1528  -0.1570  -1.1360
C  0.2902  0.8720  -0.0838
C  2.1064  -0.1240  1.3015
C  -2.4144  -0.6774  -0.9902
H  0.2011  -0.7747  1.4086
H  0.3229  0.7329  2.1458
H  -0.5859  1.4838  0.1446
H  1.0900  1.4842  -0.4895
H  2.4336  -1.0288  1.8483
H  -0.4100  0.3398  -2.0821
H  0.6454  -0.8846  -1.3253
H  -2.6410  0.0098  -1.8068
H  -3.2574  -1.1069  -0.4545

Mulliken population analysis, charges in e, atoms 1 to 2: atom 1 (O): -0.48, atom 2 (N): -0.35

Entry 5:
Formula: C5H9NO
Source: OMol25
Level of theory: ωB97M-V/def2-TZVPD

As for the LUMO energy: 0.61 eV. The total energy is -325.89543 a.u. The calculation puts the energy relative to the best compared isomer or geometry (same formula, charge and spin) at 1.146 eV. The highest occupied orbital energy comes out at -10.781 eV. Its charge is 0. The frontier orbital gap is 0.4186 Eh.

Element x y z (Å)
O  -0.1848  -1.6984  0.0252
N  0.3201  2.4442  -1.4678
C  1.9442  -0.1754  0.1087
C  -0.6128  -0.4150  0.4546
C  -1.8322  0.0351  -0.3456
C  0.4357  1.5981  -0.6865
C  0.6110  0.5530  0.3399
H  1.9085  -0.7569  -0.8134
H  -0.8753  -0.4660  1.5237
H  -2.1386  1.0565  -0.0966
H  0.6796  1.1004  1.2870
H  2.7595  0.5496  0.0409
H  2.1405  -0.8665  0.9308
H  -0.8764  -2.3251  0.2714
H  -2.6805  -0.6330  -0.1584
H  -1.5986  -0.0004  -1.4138

Mulliken population analysis, charges in e, atoms 1 to 2: atom 1 (O): -0.55, atom 2 (N): -0.46

Entry 6:
Formula: C5H9NO
Source: OMol25
Level of theory: ωB97M-V/def2-TZVPD

As for the LUMO energy: 0.42 eV. The total energy is -325.77934 a.u. The calculation puts the energy relative to the best compared isomer or geometry (same formula, charge and spin) at 4.305 eV. The highest occupied orbital energy comes out at -8.977 eV. Its charge is 0. The frontier orbital gap is 0.3453 Eh.

Element x y z (Å)
O  -0.0484  1.2007  1.7302
N  -1.0191  -2.5659  -0.9138
C  -1.0573  -1.5024  -0.4598
C  -0.8449  0.8745  -1.0889
C  -0.4327  -0.0130  1.4244
C  -1.1149  -0.1225  0.0493
C  1.8249  -0.6188  0.3800
H  1.8526  0.4292  0.0577
H  0.1313  0.7127  -1.5541
H  1.0241  -0.8147  1.1290
H  -0.9033  1.9122  -0.7386
H  2.7371  -0.8514  0.9229
H  -1.6096  0.7659  -1.8626
H  1.6805  -1.2784  -0.4774
H  -2.1484  0.0188  0.4017
H  -0.0720  1.8530  1.0000

Mulliken population analysis, charges in e, atoms 1 to 2: atom 1 (O): -0.20, atom 2 (N): -0.45

Entry 7:
Formula: C5H9NO
Source: OMol25
Level of theory: ωB97M-V/def2-TZVPD

As for the LUMO energy: 0.99 eV. The total energy is -325.84101 a.u. The calculation puts the energy relative to the best compared isomer or geometry (same formula, charge and spin) at 2.627 eV. The highest occupied orbital energy comes out at -9.534 eV. Its charge is 0. The frontier orbital gap is 0.3867 Eh.

Element x y z (Å)
O  1.3462  -1.8812  1.3612
N  -1.6459  0.2181  -1.0637
C  -0.9227  1.4928  -1.0825
C  0.8219  -0.5622  -0.7301
C  1.1838  -0.6150  0.7766
C  -0.3722  0.3199  -0.3782
C  -0.1108  0.1729  1.1211
H  0.5864  -2.4219  1.1074
H  1.5743  -0.1309  -1.3970
H  0.0304  1.1013  1.6844
H  -0.5268  1.7774  -2.0550
H  -1.3073  2.3171  -0.4812
H  0.5150  -1.5373  -1.1261
H  -2.4166  0.2557  -0.4021
H  -0.8475  -0.4480  1.6449
H  2.0918  -0.0588  1.0206

Mulliken population analysis, charges in e, atoms 1 to 2: atom 1 (O): -0.57, atom 2 (N): -0.74

Entry 8:
Formula: C5H9NO
Source: OMol25
Level of theory: ωB97M-V/def2-TZVPD

As for the LUMO energy: 1.00 eV. The total energy is -325.85332 a.u. The calculation puts the energy relative to the best compared isomer or geometry (same formula, charge and spin) at 2.292 eV. The highest occupied orbital energy comes out at -9.511 eV. Its charge is 0. The frontier orbital gap is 0.3862 Eh.

Element x y z (Å)
O  1.4647  -0.1492  1.7350
N  -0.0004  0.5409  -0.8492
C  1.2626  -0.2018  0.5513
C  -0.7622  1.3409  0.1231
C  -1.0464  -1.5919  0.1927
C  0.1707  -0.8551  -0.3137
C  1.4443  0.8073  -0.5930
H  -0.3811  1.2204  1.1579
H  -1.7300  -1.7716  -0.6458
H  -0.6749  2.3963  -0.1451
H  2.0539  0.4131  -1.4108
H  0.6597  -1.4400  -1.1012
H  -1.8140  1.0484  0.1132
H  -0.7526  -2.5622  0.6014
H  1.6930  1.8501  -0.3848
H  -1.5871  -1.0455  0.9691

Mulliken population analysis, charges in e, atoms 1 to 2: atom 1 (O): -0.56, atom 2 (N): -0.31

Entry 9:
Formula: C5H9NO
Source: OMol25
Level of theory: ωB97M-V/def2-TZVPD

As for the LUMO energy: 0.55 eV. The total energy is -325.85218 a.u. The calculation puts the energy relative to the best compared isomer or geometry (same formula, charge and spin) at 2.323 eV. The highest occupied orbital energy comes out at -9.687 eV. Its charge is 0. The frontier orbital gap is 0.3764 Eh.

Element x y z (Å)
O  -0.1389  -1.6537  -1.4987
N  1.6128  -0.5412  -0.4221
C  0.0720  1.7562  0.0174
C  -1.6082  -0.0634  0.5506
C  -0.5851  0.4675  -0.4158
C  1.9429  -1.5515  0.2954
C  0.2970  -0.6292  -0.9560
H  2.9264  -1.5686  0.7847
H  -0.8281  0.5439  -1.6059
H  -1.2629  -0.0074  1.5876
H  0.8255  2.0837  -0.7043
H  -1.8726  -1.1114  0.3670
H  -2.5414  0.5016  0.4477
H  0.5565  1.6349  0.9931
H  -0.6737  2.5544  0.1010
H  1.2777  -2.4157  0.4583

Mulliken population analysis, charges in e, atoms 1 to 2: atom 1 (O): -0.57, atom 2 (N): -0.37

Entry 10:
Formula: C5H9NO
Source: OMol25
Level of theory: ωB97M-V/def2-TZVPD

As for the LUMO energy: 0.78 eV. The total energy is -325.79640 a.u. The calculation puts the energy relative to the best compared isomer or geometry (same formula, charge and spin) at 3.841 eV. The highest occupied orbital energy comes out at -9.544 eV. Its charge is 0. The frontier orbital gap is 0.3795 Eh.

Element x y z (Å)
O  -0.3542  -0.2512  1.4674
N  -1.3027  0.1971  -0.6606
C  -0.0844  -1.8809  -0.4336
C  -0.2850  -0.3945  0.0689
C  -1.9889  1.2060  -0.2533
C  1.1484  0.4076  -0.5146
C  2.0290  0.7907  0.4108
H  -1.0083  -1.9626  -1.0422
H  -0.0746  0.5999  1.8940
H  1.3315  0.2746  -1.5466
H  2.8571  1.4178  0.1754
H  -2.6911  1.4540  -1.0209
H  1.6412  0.8701  1.4914
H  -1.8785  1.8566  0.5570
H  0.8728  -2.1048  -1.0019
H  -0.2123  -2.4805  0.4091

Mulliken population analysis, charges in e, atoms 1 to 2: atom 1 (O): -0.57, atom 2 (N): -0.52

Entry 11:
Formula: C5H9NO
Source: OMol25
Level of theory: ωB97M-V/def2-TZVPD

As for the LUMO energy: 0.71 eV. The total energy is -325.90083 a.u. The calculation puts the energy relative to the best compared isomer or geometry (same formula, charge and spin) at 0.999 eV. The highest occupied orbital energy comes out at -10.783 eV. Its charge is 0. The frontier orbital gap is 0.4225 Eh.

Element x y z (Å)
O  -1.6517  1.1085  -0.0458
N  2.0789  -1.3660  1.6253
C  -0.3943  0.7780  0.5166
C  -0.3786  -1.4412  -0.8227
C  0.7523  1.5037  -0.1787
C  -0.2430  -0.7671  0.5532
C  1.0409  -1.1257  1.1727
H  0.5682  -1.4483  -1.3691
H  1.6988  1.3475  0.3490
H  -0.7153  -2.4759  -0.7169
H  -0.4436  1.1236  1.5568
H  -1.0423  -1.1339  1.2079
H  -1.5715  1.0772  -1.0107
H  0.8868  1.1638  -1.2146
H  0.5437  2.5782  -0.1986
H  -1.1294  -0.9224  -1.4244

Mulliken population analysis, charges in e, atoms 1 to 2: atom 1 (O): -0.54, atom 2 (N): -0.47

Entry 12:
Formula: C5H9NO
Source: OMol25
Level of theory: ωB97M-V/def2-TZVPD

As for the LUMO energy: 0.99 eV. The total energy is -325.84567 a.u. The calculation puts the energy relative to the best compared isomer or geometry (same formula, charge and spin) at 2.500 eV. The highest occupied orbital energy comes out at -9.681 eV. Its charge is 0. The frontier orbital gap is 0.3923 Eh.

Element x y z (Å)
O  1.2178  -1.9107  0.6901
N  -0.9394  1.4398  -0.6018
C  0.0172  0.3661  -1.0079
C  -1.3610  -0.2671  1.1877
C  1.9308  -1.0178  0.3017
C  1.4550  0.2866  -0.3609
C  -1.2628  0.0582  -0.2854
H  -1.0260  -1.2881  1.3710
H  -1.5062  1.7811  -1.3827
H  -2.0200  -0.4413  -0.8964
H  -0.7382  0.4219  1.7662
H  -2.3920  -0.1539  1.5488
H  0.0332  0.2004  -2.0777
H  3.0433  -1.1501  0.4003
H  2.3157  0.5969  -0.9933
H  1.2326  1.0780  0.3404

Mulliken population analysis, charges in e, atoms 1 to 2: atom 1 (O): -0.45, atom 2 (N): -0.67